175
Properties=species:S:1:pos:R:3:forces:R:3 method="wB97M-V/def2-TZVPD" de_lowest_kcal_mol=117.0 total_charge=0 homo_ev=-8.92 total_energy_ev=-169757.5122 largest_force_ha_per_bohr=0.087 orbital_gap_ha=0.332
C -6.79855 -2.13814 -1.60034 -0.94 0.27 -1.02
N -1.34626 -5.62582 -4.39324 0.10 0.79 -1.12
O -1.13362 12.36755 1.25908 0.59 0.09 1.09
H 2.22247 8.25167 6.99339 0.09 0.10 0.01
H 5.23855 -2.29566 -3.83180 0.12 -0.18 0.18
C -1.55196 2.13376 6.97659 0.43 -0.85 -0.23
O -6.50923 -2.97976 -0.48937 0.65 -1.43 -0.06
H 2.82452 -6.09921 -0.21092 0.19 0.21 0.09
H -2.76221 -8.17989 -8.63786 -0.36 0.29 -0.46
H -0.99824 -1.14487 -2.19758 0.76 -0.73 -0.36
O 6.78787 -4.14287 4.62449 0.33 -0.26 0.50
O 6.58813 -4.99086 -1.45170 0.47 2.40 0.20
H 6.03523 -2.06310 3.03370 0.28 -0.57 0.76
H -0.28949 16.70183 1.00919 -0.14 0.17 -0.18
H 6.41041 -6.04026 6.35561 0.37 -0.20 0.59
C -1.37825 10.94740 1.32027 -0.06 -0.08 -0.94
H -2.68404 -7.91398 -4.40531 -0.42 -0.19 -0.54
H 1.61039 -5.21225 0.46982 0.16 0.59 -0.64
H -1.20583 3.03605 7.48075 0.66 -0.03 -0.05
H 1.66965 2.31797 -5.41395 0.14 0.20 -0.12
C 0.77847 -6.62757 4.75305 -0.90 -0.67 0.35
C 3.38406 4.96615 1.42866 -0.49 1.14 -1.25
H 3.36878 0.62924 -6.59861 -0.21 -0.85 0.66
O 2.47805 -0.04982 -8.34459 -0.41 -0.57 0.63
H 3.41132 5.82302 0.75552 -0.39 -0.18 -0.50
C -0.13386 0.93273 -7.19909 0.83 0.10 0.50
H -3.38171 3.79132 7.15292 0.18 0.73 -0.01
H -1.84207 15.61568 -0.65618 0.03 0.25 -0.31
H 2.27204 6.63246 6.37184 -0.04 0.00 -0.20
H -2.91279 -6.69567 -6.63031 -0.24 0.28 -0.59
H 0.93853 7.75246 5.95595 0.00 -0.33 -0.19
H -1.17902 -8.12939 -3.73231 0.56 0.18 -0.01
H -2.90239 4.06042 -1.05210 -0.22 -0.50 0.07
C 1.13406 0.60297 -6.37232 1.02 0.13 -1.31
Cl -6.22042 2.66397 -6.69907 0.20 0.22 0.11
C -6.90879 3.79610 2.77493 0.97 -0.27 0.41
C 2.77945 6.56026 3.15637 -1.22 -1.24 -2.47
C -1.88280 -1.02886 0.39107 -0.89 0.89 0.61
H 2.25727 8.81980 4.28009 -0.16 -0.34 -0.16
H -2.80744 1.74684 5.26536 0.27 -0.18 -0.09
O -0.44018 1.34732 6.53378 0.95 0.37 0.78
H 0.06735 -5.80366 4.69312 0.53 0.70 -0.34
H -2.52507 -0.20829 -1.55328 -0.88 0.54 0.64
N 1.85345 -6.10585 0.06669 -0.24 0.05 0.97
H 10.97028 -4.31931 0.83120 -0.55 -0.61 0.02
C 1.63382 -7.03876 1.17907 -0.42 -1.86 -0.41
O 5.12001 -4.55187 6.11627 -1.78 2.08 -1.78
H -2.20503 3.73313 3.95837 -0.13 0.27 0.26
H -1.16437 -8.73308 -9.08082 -0.03 0.10 -0.45
H -0.45514 14.94905 -1.55975 0.05 0.37 -0.13
H -1.57024 0.14016 5.42513 -0.09 -0.37 -0.53
C -1.66843 3.54972 4.88925 0.15 -0.82 0.62
O 3.33091 7.02160 4.22271 1.61 0.61 1.25
H 4.14952 -1.62827 1.44481 0.44 -0.29 -0.06
O 0.94842 -7.27319 3.49739 -0.68 0.52 0.26
O 3.56124 5.52156 2.70502 0.17 0.42 1.76
O -1.77369 2.25384 -1.47554 0.17 0.58 0.62
N -0.56073 -0.55786 -1.50179 0.84 0.65 -1.27
C 5.66066 -3.99260 5.01951 0.70 -0.51 -0.31
H -0.70093 3.12208 4.62625 -0.09 -0.47 -0.10
H -2.31236 -5.54180 -4.11091 0.03 -0.02 0.44
C -1.73076 -7.85424 -8.77269 0.20 -0.51 0.37
H -2.14158 1.62230 7.73743 -0.12 -0.50 0.02
C 0.06188 16.46221 0.00559 0.11 -0.25 -0.56
H -2.50917 1.53736 0.28311 -0.10 0.17 0.38
H 4.44071 0.48545 -8.71452 0.23 0.04 0.23
H 0.06471 17.33106 -0.65259 -0.39 0.14 0.14
H -5.90345 -1.78093 -2.10957 0.23 -0.43 0.09
C -1.19656 -6.70422 -5.35816 0.47 -0.32 0.10
C -1.63911 -7.97816 -4.70881 -0.24 -1.09 0.64
H -1.96276 -2.08449 0.13158 -0.17 0.14 -0.24
C 3.78968 -0.38828 -8.68526 -0.27 -0.53 -1.25
C -5.12949 -6.12557 0.22060 0.90 -0.49 0.69
Cl -6.16648 -1.74650 4.18301 -0.01 0.04 -0.14
C 10.30315 -3.69371 0.23820 -0.74 -0.11 -0.51
C 7.02786 -3.84114 -1.55693 0.61 -2.09 -0.95
H -1.47171 4.07436 -2.11740 -0.31 0.51 0.05
C -1.33191 13.12103 0.18775 -2.38 -1.27 -3.55
C -6.03302 -4.23461 -0.81032 0.34 0.69 -3.33
O -1.18886 -7.55182 -7.52895 -0.19 0.75 1.35
C -7.69721 -2.62254 4.01940 -0.06 0.09 -0.66
H 5.25915 -3.54021 2.33610 0.74 -0.30 0.44
O 8.23566 -3.42381 -1.08230 -0.61 0.38 -0.35
H -5.74524 -6.91065 -0.21826 0.06 0.16 0.11
H 3.63468 8.75423 5.32247 0.47 -0.49 -0.38
H 1.70197 -6.40677 5.28833 0.25 0.45 -0.42
C -1.89565 3.66913 -1.19862 1.07 -0.59 -1.06
H -7.47664 -3.61792 3.63382 -0.06 0.19 0.13
H 3.13605 -2.61357 2.47247 -0.22 0.18 0.02
H 8.28440 -4.57262 0.55269 0.43 -0.51 0.19
C 2.62861 -8.21169 1.03365 0.17 0.80 -0.05
H 0.22541 -7.26198 5.44570 0.15 -0.76 -0.31
H -8.37867 -2.08301 3.36167 0.48 -0.04 -0.16
H -1.50928 -5.55081 -7.12510 -0.71 0.24 -0.20
H -6.48376 4.91373 -7.29783 0.24 -0.24 -0.13
C 3.99772 -1.94604 2.47635 -0.76 0.10 0.43
H -1.58097 -7.02614 -9.46545 -0.37 -0.03 -0.30
C 1.61453 -6.43419 2.57153 1.41 -0.75 -0.10
H 1.06575 -0.45575 -6.12222 0.06 -0.06 0.35
H 10.10286 -2.83388 0.87749 0.14 0.34 -0.54
O -0.71603 14.27684 0.32799 0.71 -0.87 1.89
O -2.01474 12.80160 -0.81907 1.89 0.72 2.74
H 3.71776 -0.77743 -9.70088 0.20 0.03 -0.12
H 5.13922 -5.76661 7.62927 0.36 -0.26 0.05
H -1.09216 10.53104 2.28613 -0.04 0.80 0.20
Cl -8.54552 3.13925 2.90655 0.39 0.17 0.18
H -0.20354 2.00930 -7.35481 0.00 0.10 -0.05
H 2.44951 4.42049 1.29842 -0.01 0.05 0.21
Cl -6.74072 4.87579 1.37123 0.08 -0.30 0.42
H -0.72915 10.44007 0.60657 -0.21 0.09 -0.28
C -5.72499 4.37081 -6.73427 -0.40 0.26 -0.58
H 3.74136 -1.02631 3.00217 0.04 -0.15 0.34
H 0.64822 -7.47132 1.00713 -0.31 -0.04 0.17
O 4.75737 -3.28167 4.36538 -0.35 1.01 -0.78
H -4.13706 -6.10221 -0.22956 -0.35 0.56 -0.96
H -2.42356 10.70569 1.12784 0.08 0.16 -0.13
C -0.72392 0.03618 6.10413 -2.05 0.22 -0.73
H 0.32849 1.63151 -4.88143 -0.13 0.12 0.51
N 1.27469 1.42208 -5.16596 -0.39 -0.43 -0.16
H -7.98456 -0.43439 -2.12270 0.22 -0.04 -0.12
H -0.74755 1.60299 0.26630 0.37 0.05 -0.23
O -5.81011 -4.87798 0.30101 0.21 -0.12 0.72
C 2.81221 8.15103 4.93803 -0.21 0.37 -0.11
H 0.04726 -0.48190 5.53406 0.50 0.65 0.39
H -4.74414 4.46399 -7.20047 -0.19 -0.17 0.15
H -1.34721 4.45775 5.39954 -0.60 0.34 0.02
H 5.43684 -4.09094 -3.55302 -0.45 0.13 -0.17
H -7.09433 -0.21891 -0.61630 -0.16 -0.05 0.16
H -0.33502 0.25794 -2.05280 0.96 0.12 -0.59
H 2.44715 -8.63581 0.04608 0.14 -0.41 0.19
H 4.22715 4.35036 1.11546 0.05 -0.10 0.79
H 2.66665 -8.94924 1.83532 -0.73 -0.07 -0.11
C 5.88354 -5.31377 6.97427 0.53 -0.56 0.29
H -0.12809 -6.80577 -5.54836 0.13 0.18 -0.17
C 5.31810 -3.10429 -3.10523 0.68 -0.58 1.22
H -1.24752 4.02738 -0.39881 0.01 -0.34 0.31
C 8.99064 -4.34455 -0.24564 -0.19 -0.10 0.51
H 3.64358 -7.81439 1.04320 0.21 0.26 -0.22
Cl -5.69885 5.15537 -5.16717 0.16 -0.08 0.45
H 4.52002 -3.07308 -2.36350 -0.40 -0.16 -0.52
H -6.53343 4.27053 3.68162 -0.99 0.74 0.00
C 2.01423 7.65709 6.10390 -0.79 0.21 0.96
H -0.12954 0.44175 -8.17223 -0.10 -0.15 0.15
H 1.26183 -5.40419 2.51868 -0.35 0.12 0.39
H -0.73154 -5.85086 -3.62411 -0.36 0.24 0.33
C -1.72446 -0.08240 -0.82439 -0.13 -0.04 2.34
H -4.79967 -6.33214 1.23876 -0.87 -0.28 0.25
C 2.45367 0.74307 -7.17974 -0.19 0.82 -0.35
O -5.80707 -4.66870 -1.95932 -0.76 1.35 3.04
H -0.97470 0.61660 -6.58172 -0.27 -0.02 -0.30
H -1.09548 -0.96207 1.14192 0.67 0.22 -0.52
C -7.64369 -0.94132 -1.21997 0.00 -0.13 0.45
C -1.62835 1.41109 -0.34643 -1.53 -1.33 -0.57
O 6.52068 -2.86894 -2.32994 0.73 0.39 0.49
H -4.23525 2.54194 6.86650 -0.10 -0.62 -0.36
H 2.65560 -6.48058 2.89105 0.44 0.89 0.14
H -6.17048 2.99436 2.76050 -0.41 -0.36 -0.98
H 10.86749 -3.52351 -0.67865 0.11 0.84 0.18
H 6.53528 -4.66417 7.55852 0.31 -0.27 -0.02
C -0.78935 15.33904 -0.59834 -0.16 0.13 0.02
H -1.13691 -0.64502 6.84810 0.44 0.10 0.72
Cl -8.54218 -2.72340 5.53314 -0.31 -0.26 0.80
O 1.74809 6.93491 2.63223 0.89 -0.23 0.29
H -2.73031 -0.70838 0.99699 -0.61 -0.36 -0.17
H -1.40655 -8.87541 -5.28234 -0.38 0.02 -0.18
H 9.25764 -5.22149 -0.83540 -0.40 -0.13 0.08
C 5.16738 -2.72238 3.05081 -1.02 -0.03 -0.50
C -1.84410 -6.51823 -6.75080 1.82 -0.89 0.85
C -2.44212 2.58861 5.85364 0.32 0.19 -1.35
H 1.11895 16.21130 0.09374 -0.06 -0.45 0.00
H 2.64746 1.74310 -7.56767 -0.71 0.87 0.23
H -7.42552 -2.70651 -2.28736 0.42 -0.20 -0.29
H -8.55110 -1.28365 -0.72245 0.07 0.14 0.29
H 4.18460 -1.21011 -8.08799 0.19 0.20 0.44
N -3.63436 3.19199 6.38022 -0.76 0.98 0.59